Computed, not measured: a structure of composition C52H50Ge2N2O2P2S3V, with the ωB97M-V functional and the def2-TZVPD basis.

ΔE to the lowest compared entry with this formula, charge and spin = 109.1 kJ/mol
Electronic energy = -9246.602276 Ha
Multiplicity = 2

Each line ends with the Löwdin spin population.
Element x y z (Å)
V -0.93001 0.11832 -0.32351  1.43
S -2.41261 -3.02858 1.63259  -0.02
P -0.51281 -2.55138 1.65029  -0.03
C -0.07971 -0.92088 1.11349  -0.21
P -0.65861 0.19782 2.36729  -0.02
S -2.36921 0.93252 1.67699  -0.03
C -0.96441 -0.27988 4.10249  0.00
C -2.21641 -0.80858 4.39809  0.00
C -2.53921 -1.10838 5.70659  0.00
C -1.62771 -0.87048 6.72099  0.00
C -0.38551 -0.33618 6.42339  0.00
C -0.04601 -0.04418 5.11569  0.00
C 0.60319 1.51572 2.52939  0.00
C 1.93049 1.15932 2.75129  0.00
C 2.88649 2.13632 2.95469  0.00
C 2.52839 3.47482 2.90969  0.00
C 1.21019 3.83312 2.68379  0.00
C 0.24309 2.85702 2.51549  0.00
C 0.51289 -3.75438 0.74179  0.00
C 0.49259 -5.06008 1.22469  0.00
C 1.38749 -5.98798 0.73229  0.00
C 2.29969 -5.61338 -0.24171  0.00
C 2.29389 -4.32318 -0.74511  0.00
C 1.39549 -3.38878 -0.26051  0.00
C 0.21529 -2.83568 3.30559  0.00
C 1.55089 -2.52208 3.52039  0.00
C 2.11589 -2.71998 4.76579  0.00
C 1.35579 -3.25438 5.79399  0.00
C 0.03179 -3.59358 5.57309  0.00
C -0.53921 -3.38718 4.33029  0.00
H -2.92651 -0.98228 3.60019  0.00
H -3.51021 -1.52158 5.92709  0.00
H -1.88811 -1.09828 7.74339  0.00
H 0.32579 -0.13158 7.20799  0.00
H 0.92369 0.37192 4.88449  0.00
H 2.19519 0.11282 2.77809  0.00
H 3.90939 1.85372 3.15639  0.00
H 3.27499 4.24192 3.05239  0.00
H 0.93029 4.87692 2.65399  0.00
H -0.79441 3.13302 2.37309  0.00
H -0.22031 -5.32788 1.99479  0.00
H 1.38669 -6.99718 1.12159  0.00
H 3.02529 -6.32668 -0.60271  0.00
H 3.00339 -4.04328 -1.50781  0.00
H 1.36799 -2.37258 -0.63911  0.00
H 2.14939 -2.13468 2.70659  0.00
H 3.15129 -2.45688 4.93399  0.00
H 1.80169 -3.42128 6.76389  0.00
H -0.56381 -4.01388 6.37039  0.00
H -1.57421 -3.64428 4.15679  0.00
C -4.07591 7.54262 -0.54161  0.00
C -3.49621 6.18772 -0.80541  0.00
C -3.17961 5.33352 0.24489  0.00
C -2.67381 4.07192 -0.00621  0.00
C -2.47421 3.66052 -1.31031  0.00
C -2.74411 4.50732 -2.36711  0.00
C -3.26101 5.76542 -2.11181  0.00
S -1.86991 2.01762 -1.60171  0.00
O -0.64841 1.95452 -0.74551  0.01
O -1.54441 1.82652 -2.99101  0.00
N -3.11521 1.13222 -1.23851  0.00
C -3.19851 -0.18328 -1.47561  0.02
C -4.38571 -0.75268 -1.97851  0.00
C -4.44431 -2.10848 -2.19361  0.01
C -3.33651 -2.90808 -1.89371  0.00
C -2.20911 -2.29718 -1.39811  0.01
N -2.13961 -0.97538 -1.19231  0.00
H -4.50421 7.58762 0.45629  0.00
H -4.84211 7.77552 -1.27831  0.00
H -3.30111 8.30642 -0.60961  0.00
H -3.34861 5.65462 1.26299  0.00
H -2.43861 3.39432 0.79909  0.00
H -2.53721 4.16012 -3.36711  0.00
H -3.50451 6.42492 -2.93271  0.00
H -5.20961 -0.08828 -2.19291  0.00
H -5.33921 -2.55528 -2.60661  0.00
H -3.35521 -3.97748 -2.03291  0.00
H -1.30531 -2.85488 -1.16551  0.00
C 3.52969 -0.71798 0.13359  0.00
Ge 2.98169 0.55152 -1.31151  -0.02
C 4.39459 0.60272 -2.74011  -0.01
C 2.98629 2.35282 -0.44661  0.00
Ge 0.68619 0.10282 -2.23411  -0.07
C 0.67519 -1.66718 -3.19901  -0.02
C -0.49071 -2.11628 -3.80771  0.00
C -0.50531 -3.27798 -4.55951  0.00
C 0.66159 -4.00718 -4.71691  0.00
C 1.83299 -3.56728 -4.12571  0.00
C 1.83629 -2.40578 -3.37431  0.00
C 0.80999 1.26752 -3.85991  -0.01
C 0.35839 0.82092 -5.09801  0.00
C 0.36289 1.64682 -6.20691  0.00
C 0.82769 2.94622 -6.10201  0.00
C 1.29839 3.39942 -4.88041  0.00
C 1.28779 2.57122 -3.77181  0.00
H 4.28479 -0.25338 0.76069  0.00
H 3.93179 -1.64098 -0.26991  0.00
H 2.65939 -0.95498 0.74169  0.00
H 5.31839 1.01072 -2.34161  0.00
H 4.05469 1.23812 -3.55241  0.00
H 4.60569 -0.38098 -3.14571  0.00
H 3.61009 2.33932 0.44209  0.00
H 1.97519 2.62372 -0.14831  0.00
H 3.36699 3.11802 -1.11801  0.00
H -1.39661 -1.52798 -3.70651  0.00
H -1.42161 -3.60278 -5.03281  0.00
H 0.66419 -4.90858 -5.31151  0.00
H 2.74719 -4.12888 -4.26001  0.00
H 2.75229 -2.04968 -2.91731  0.00
H -0.02441 -0.18578 -5.19091  0.00
H -0.00841 1.27652 -7.15411  0.00
H 0.81379 3.60042 -6.96381  0.00
H 1.65289 4.41662 -4.78761  0.00
H 1.62229 2.95152 -2.81401  0.00

Computed, not measured: a structure of composition C52H51F3Li2N9O8, with the ωB97M-V functional and the def2-TZVPD basis.

Total charge = +1
ΔE to the lowest compared entry with this formula, charge and spin = 1059.9 kJ/mol
Electronic energy = -3420.738094 Ha
Multiplicity = 1

Each line ends with the Löwdin charge.
Element x y z (Å)
Li -4.97191 -1.16613 6.10828  0.95
Li -2.23010 -3.24084 3.00978  0.86
C -1.76792 0.43330 1.35255  -0.48
O -1.14905 -0.71442 0.84190  -0.16
O -2.57114 -0.17184 2.28994  -0.29
C -0.69618 1.56793 1.85507  -0.57
F -1.39365 2.66432 2.19181  0.11
F -0.03920 1.28851 2.97558  0.13
F 0.19801 1.91243 0.93235  0.15
C -0.66823 -0.81988 -0.51502  -0.24
C -0.66029 -2.32236 -0.80098  -0.09
H -1.70666 -2.62756 -0.80864  0.07
H -0.19130 -2.53650 -1.76134  0.07
H -0.09988 -2.89420 -0.06136  0.06
H 0.37201 -0.51520 -0.40034  0.11
H -1.22253 -0.36117 -1.33382  0.12
H -2.20881 0.89714 0.47018  0.14
C 2.20973 -0.63115 -6.30085  -0.07
C 3.20017 -0.69379 -5.33088  -0.08
C 3.90363 -1.89262 -5.13200  0.00
C 3.37085 -3.04730 -5.73212  -0.10
C 2.36516 -2.94293 -6.72700  -0.02
C 1.64673 -1.78967 -6.89474  -0.05
N 4.01103 -4.41079 -5.46089  -0.32
O 5.11648 -4.50639 -4.85556  0.03
O 3.40372 -5.39199 -5.83646  0.07
H 1.74176 0.33496 -6.41926  0.10
H 3.61024 0.27663 -5.09311  0.11
H 4.70765 -1.95623 -4.41373  0.11
H 2.10711 -3.85334 -7.24754  0.11
H 0.85841 -1.75849 -7.63229  0.11
C -4.58952 -11.86582 -7.50383  -0.05
C -3.98562 -11.19551 -8.55578  -0.08
C -3.55059 -9.88419 -8.49481  -0.02
C -3.94941 -9.12238 -7.41960  -0.10
C -4.63284 -9.71696 -6.33383  -0.01
C -4.93425 -11.05032 -6.42512  -0.09
N -3.50448 -7.64429 -7.26458  -0.33
O -3.73535 -7.06414 -6.20761  0.05
O -2.90045 -7.11960 -8.17925  0.07
H -4.88990 -12.90288 -7.47781  0.11
H -3.89596 -11.67746 -9.51811  0.11
H -3.05696 -9.39158 -9.31948  0.12
H -4.78818 -9.12267 -5.44552  0.11
H -5.50292 -11.55539 -5.65836  0.10
C 2.69754 10.72403 1.35233  -0.09
C 3.68201 11.03199 0.41451  -0.06
C 4.02335 10.06012 -0.51328  -0.02
C 3.39287 8.82817 -0.56467  -0.13
C 2.30562 8.58297 0.31868  0.01
C 1.99163 9.55559 1.27394  -0.08
N 3.86774 7.73372 -1.46035  -0.32
O 4.88648 7.91291 -2.15895  0.06
O 3.11554 6.77598 -1.58753  0.07
H 2.47029 11.45812 2.11120  0.11
H 4.23601 11.95900 0.40250  0.11
H 4.84201 10.22323 -1.19855  0.12
H 1.67947 7.70535 0.25453  0.11
H 1.18409 9.50667 1.98939  0.11
N -3.08572 1.53438 8.67474  0.01
C -1.72999 1.36331 8.80614  -0.13
C -0.94187 2.18194 9.66064  -0.06
C -1.54010 3.18904 10.39481  -0.08
C -2.91726 3.34610 10.35125  -0.06
C -3.64173 2.49526 9.47431  -0.14
H -1.31306 0.60265 8.16273  0.09
H 0.12651 2.03546 9.71969  0.10
H -0.91751 3.87405 10.95118  0.11
H -3.43241 4.11231 10.91155  0.10
H -4.71727 2.59332 9.47484  0.09
N 1.32453 -3.89660 5.12109  0.02
C 1.25897 -4.73758 6.20949  -0.16
C 1.98877 -4.50984 7.36614  -0.09
C 2.99291 -3.53622 7.36093  -0.06
C 3.17918 -2.73169 6.20466  -0.04
C 2.29046 -2.93684 5.11055  -0.14
H 0.52770 -5.53229 6.19986  0.09
H 1.80410 -5.12564 8.23395  0.10
H 3.54701 -3.34073 8.26711  0.10
H 3.91441 -1.95842 6.03759  0.10
H 2.39510 -2.26182 4.27402  0.10
N -7.31054 7.82532 3.42532  0.04
C -7.54603 9.14813 3.55631  -0.14
C -6.63510 10.11485 3.08559  -0.07
C -5.36402 9.65103 2.74507  -0.08
C -5.07174 8.27439 2.69695  -0.08
C -6.08378 7.42883 3.06071  -0.18
H -8.44769 9.41169 4.08920  0.10
H -6.84780 11.14676 3.32292  0.10
H -4.57027 10.36031 2.56259  0.10
H -4.07739 7.95529 2.42154  0.10
H -5.91241 6.36543 3.13958  0.10
N -0.76839 -10.06423 -0.40019  0.04
C -0.98274 -11.05175 -1.34500  -0.14
C -0.03881 -11.40548 -2.28702  -0.09
C 1.22595 -10.79542 -2.30291  -0.06
C 1.52375 -9.90913 -1.23482  -0.06
C 0.48067 -9.51977 -0.36787  -0.15
H -1.97811 -11.46971 -1.37580  0.09
H -0.31998 -12.05412 -3.10348  0.10
H 1.92608 -10.98631 -3.10277  0.10
H 2.49989 -9.44780 -1.20813  0.09
H 0.67999 -8.80781 0.41939  0.09
N -3.49553 3.73853 -4.94698  0.06
C -2.61620 4.67362 -5.35375  -0.15
C -2.27095 5.80111 -4.61353  -0.07
C -2.62078 5.77003 -3.25877  -0.10
C -3.45596 4.80413 -2.76858  -0.07
C -3.85223 3.79658 -3.67603  -0.16
H -2.24402 4.65375 -6.36741  0.10
H -1.67200 6.57050 -5.07798  0.10
H -2.28645 6.62384 -2.68813  0.10
H -3.81742 4.86091 -1.75244  0.10
H -4.44321 2.98845 -3.27097  0.10
N 6.48715 1.69486 2.06397  0.05
C 6.72112 3.05014 1.79837  -0.11
C 7.97236 3.53328 1.48304  -0.09
C 9.05167 2.65698 1.43600  -0.07
C 8.81828 1.33851 1.81609  -0.09
C 7.55672 0.91644 2.09219  -0.20
H 5.77176 3.56202 1.74276  0.10
H 8.14951 4.57091 1.24152  0.10
H 10.03195 3.04799 1.20673  0.11
H 9.67157 0.67651 1.80939  0.10
H 7.34436 -0.13461 2.22104  0.10

What is the formula in the second record? C52H51F3Li2N9O8